Entry i
12
Properties=species:S:1:pos:R:3:mulliken_charge:R:1 method="wB97M-V/def2-TZVPD" smiles="C#Cc1cc(=O)cno1" spin_multiplicity=1 homo_ev=-10.04 gap_ha=0.357
C -3.40485 -0.53013 -0.05588 0.461
C -2.25563 -0.22515 -0.04613 -0.841
C -0.80108 -0.00800 0.09483 0.183
C 0.09698 -0.96324 0.20082 -0.154
C 1.52800 -0.60985 -0.02650 0.437
O 2.37078 -1.46274 -0.16303 -0.565
C 1.70562 0.81712 0.02819 -0.108
N 0.81066 1.72533 0.03480 -0.393
O -0.48659 1.29311 -0.10237 -0.168
H -4.47688 -0.74026 -0.06972 0.422
H -0.18846 -2.03446 0.48058 0.313
H 2.70299 1.16995 0.29669 0.413

Entry ii
12
Properties=species:S:1:pos:R:3:mulliken_charge:R:1 method="wB97M-V/def2-TZVPD" smiles="C=C1C(=O)OC=C1C#N" spin_multiplicity=1 homo_ev=-9.69 gap_ha=0.322
C -0.16785 2.02784 0.02271 -1.017
C -0.24881 0.69902 -0.00541 0.916
C -1.52591 -0.06168 -0.02125 0.208
O -2.64463 0.38705 0.01267 -0.520
O -1.21749 -1.43297 0.00108 -0.329
C 0.15770 -1.47698 -0.01877 -0.159
C 0.79876 -0.27860 -0.00863 0.253
C 2.20042 -0.09261 0.01019 -0.058
N 3.33016 0.11636 -0.00027 -0.434
H 0.83259 2.45321 -0.05801 0.299
H -1.03967 2.68112 -0.02519 0.341
H 0.50704 -2.48356 0.10205 0.499

Relative calculated energies, zero for the most stable structure, unit eV: entry i 3.239; entry ii 0.000.

Entry i
16
Properties=species:S:1:pos:R:3:mulliken_charge:R:1 method="wB97M-V/def2-TZVPD" smiles="CO[C@H]1COC(=S)C1" spin_multiplicity=1 homo_ev=-8.68 gap_ha=0.341
C 3.11454 -0.92692 0.07855 -0.715
O 2.33171 0.17421 -0.32209 -0.391
C 1.09417 0.23816 0.33664 0.349
C 0.41118 1.55036 -0.04454 -0.486
O -0.99078 1.28963 0.03340 -0.345
C -1.24988 -0.02584 -0.02074 0.159
S -2.75430 -0.62830 0.00651 -0.300
C 0.05226 -0.78135 -0.12299 -0.668
H 3.31636 -0.90952 1.16918 0.310
H 4.07231 -0.84353 -0.42726 0.270
H 2.64464 -1.89737 -0.17898 0.279
H 1.23551 0.17753 1.43141 0.296
H 0.64347 2.41202 0.64053 0.281
H 0.66560 1.81134 -1.06276 0.276
H 0.00408 -1.70603 0.44288 0.400
H 0.22586 -1.02884 -1.17118 0.287

Entry ii
16
Properties=species:S:1:pos:R:3:mulliken_charge:R:1 method="wB97M-V/def2-TZVPD" smiles="O[C@@H]1COC=CSC1" spin_multiplicity=1 homo_ev=-8.65 gap_ha=0.346
O -1.25060 -0.78388 -1.34223 -0.551
C -1.02706 -0.84086 0.06706 -0.391
C -1.19439 0.52727 0.32254 -0.371
O -0.37687 1.37462 -0.55426 -0.360
C 0.86611 1.63036 -0.20082 -0.070
C 1.89470 0.74957 -0.18450 -0.502
S 1.64781 -1.00693 -0.49814 -0.242
C 0.29298 -1.49981 0.41429 -0.416
H -0.31423 -0.51277 -1.56432 0.453
H -1.96863 -1.32283 0.41864 0.415
H -1.02266 0.88102 1.47431 0.294
H -2.18412 0.90201 0.14033 0.312
H 1.11974 2.74339 -0.41515 0.267
H 2.82995 1.12138 0.07731 0.507
H 0.11091 -2.58025 0.34258 0.327
H 0.57634 -1.38228 1.50236 0.328

Relative calculated energies, zero for the most stable structure, unit eV: entry i 0.000; entry ii 1.950.

Entry i
13
Properties=species:S:1:pos:R:3:mulliken_charge:R:1 method="wB97M-V/def2-TZVPD" spin_multiplicity=1 homo_ev=-15.63 total_charge=+1 gap_ha=0.329
O -1.53562 -1.66179 -0.38935 -0.618
H -2.12213 -1.73834 0.36050 0.338
H -0.46996 -3.55251 3.25493 0.058
H -1.81963 -2.12981 -1.17210 0.335
C 1.10701 0.33758 1.36978 -1.008
C 1.26874 0.90143 0.00513 0.225
S -0.10264 0.95212 -0.94412 -0.084
H 1.45341 -0.68555 1.51383 0.336
H 1.67224 0.98760 2.05918 0.355
H 0.09319 0.48411 1.71120 0.376
H -1.16437 -3.35773 3.05707 -0.057
H 2.25961 1.06243 -0.39759 0.371
H -0.64985 -0.32200 -0.64417 0.374

Entry ii
13
Properties=species:S:1:pos:R:3:mulliken_charge:R:1 method="wB97M-V/def2-TZVPD" spin_multiplicity=1 homo_ev=-15.77 total_charge=+1 gap_ha=0.416
O 1.03427 1.49777 -2.12690 -0.624
H 1.91642 1.48838 -1.70444 0.342
H 1.11044 1.60534 -3.08809 0.311
H 0.52706 -0.73362 -1.09004 0.315
C 0.10007 0.79934 0.68090 -0.813
S 0.52715 -0.89990 0.38340 0.156
C -0.96344 -1.56539 0.96978 -0.881
H -0.78710 1.04975 0.11504 0.375
H 0.91024 1.56781 0.46701 0.306
H -0.28762 0.91853 1.81895 0.361
H -0.65930 -2.56640 1.45032 0.345
H -1.66201 -1.42387 1.84960 0.404
H -1.76617 -1.73774 0.27447 0.404

Relative calculated energies, zero for the most stable structure, unit eV: entry i 0.529; entry ii 0.000.

Entry i
24
Properties=species:S:1:pos:R:3:mulliken_charge:R:1 method="wB97M-V/def2-TZVPD" spin_multiplicity=1 homo_ev=-12.92 total_charge=+1 gap_ha=0.238
C 2.82876 1.79272 0.95567 -1.446
C 1.88314 0.65628 1.35125 -0.221
C 0.97273 0.33294 0.15468 -0.110
C -0.55003 -1.38023 -0.80760 -0.127
C 0.06729 -0.75415 0.23946 0.817
C -0.17752 -1.30922 1.64524 -1.407
C -1.46463 -2.55927 -0.82381 -1.262
N -2.76918 2.17060 -2.39262 -0.677
H 3.32947 2.20767 1.82833 0.363
H 3.52269 1.55726 0.15783 0.393
H 1.12384 0.88595 2.09796 0.375
H 2.52056 -0.19958 1.58527 0.337
H 1.25659 0.48604 -0.89058 0.371
H -3.41399 2.39253 -1.64038 0.229
H -0.32618 -0.95855 -1.78712 0.314
H 0.77812 -1.66820 2.00096 0.378
H -0.80766 -2.19079 1.70576 0.386
H -0.50220 -0.50525 2.30188 0.363
H -1.02306 -3.54077 -0.61465 0.364
H -2.22727 -2.30542 -0.08504 0.378
H -1.84563 -2.77595 -1.82408 0.355
H -2.07877 2.90791 -2.39442 0.227
H -3.35391 2.18194 -3.21855 0.233
H 2.25683 2.57553 0.45453 0.368

Entry ii
24
Properties=species:S:1:pos:R:3:mulliken_charge:R:1 method="wB97M-V/def2-TZVPD" spin_multiplicity=1 homo_ev=-12.82 total_charge=+1 gap_ha=0.291
C -0.83098 1.33581 -1.95678 -1.338
C -1.52238 0.39743 -0.97023 1.024
C -1.01574 -0.74102 -0.51889 -1.220
C -2.93833 0.85830 -0.68081 -1.325
H -1.52522 1.65960 -2.76710 0.388
H -0.00274 0.90490 -2.42827 0.395
H -0.50879 2.27802 -1.40171 0.290
H -1.48794 -1.25828 0.31100 0.275
H -0.16001 -1.16096 -1.01796 0.561
H -3.43490 0.33257 0.23149 0.332
H -3.60882 0.53670 -1.51924 0.319
H -3.08782 1.93708 -0.42551 0.329
C 2.05821 -1.75934 -0.11100 -1.283
C 1.97095 -0.31347 0.32612 0.129
C 0.61170 0.48532 2.26410 -0.158
N 1.56852 -0.20587 1.76187 0.001
H 2.77187 -2.22560 0.55090 0.436
H 1.09188 -2.27410 -0.05655 0.385
H 2.31149 -1.80103 -1.17518 0.359
H 2.90920 0.25419 0.26726 0.326
H 1.22730 0.18055 -0.27747 -0.128
H 0.39201 0.41303 3.34263 0.301
H 0.10563 1.06330 1.54809 0.264
H 2.02668 -0.97705 2.36946 0.338

Relative calculated energies, zero for the most stable structure, unit eV: entry i 0.502; entry ii 0.000.

Entry i
9
Properties=species:S:1:pos:R:3:mulliken_charge:R:1 method="wB97M-V/def2-TZVPD" smiles="FC=C(F)F.N=O" spin_multiplicity=1 homo_ev=-10.00 gap_ha=0.341
F 0.17728 -1.53431 0.11969 -0.233
C 0.75467 -0.35179 0.41171 -0.048
C 1.97881 0.01564 0.17556 0.372
F 2.97777 -0.46131 -0.46524 -0.213
F 2.35849 1.26093 0.58632 -0.224
H -0.02606 0.22598 0.93601 0.367
N -2.91905 0.66212 -0.74975 -0.013
O -2.04920 0.52942 0.08457 -0.225
H -3.25272 -0.34667 -1.09888 0.218

Entry ii
9
Properties=species:S:1:pos:R:3:mulliken_charge:R:1 method="wB97M-V/def2-TZVPD" spin_multiplicity=1 homo_ev=-9.49 gap_ha=0.380
C 1.11246 -0.77412 0.37527 -0.013
C -0.96750 0.84872 -0.42154 0.774
N -0.05938 -0.88844 -0.37550 -0.334
O -0.07870 -1.37103 0.86306 -0.251
F -2.19852 0.50136 -0.04336 -0.210
F -0.39024 1.69827 0.37492 -0.198
F -0.85962 1.27980 -1.70476 -0.227
H 1.89122 -1.37115 -0.01274 0.242
H 1.55028 0.07659 0.94466 0.217

Relative calculated energies, zero for the most stable structure, unit eV: entry i 0.168; entry ii 0.000.

Entry i
8
Properties=species:S:1:pos:R:3:mulliken_charge:R:1 method="wB97M-V/def2-TZVPD" spin_multiplicity=1 homo_ev="-7.97 / -8.24" gap_ha="0.284 / 0.338"
C 1.14383 -0.62207 -0.05475 0.270
C -1.26673 1.13970 0.33141 -0.463
N 0.58248 -1.60726 -0.47479 -0.411
F -1.08388 1.96941 -0.62412 -0.195
Cl 2.69716 -0.07428 0.09095 -0.121
H -1.09412 1.31675 1.33309 0.384
H -1.92591 0.36480 0.05630 0.308
H 0.94716 -2.48703 -0.65810 0.228

Entry ii
8
Properties=species:S:1:pos:R:3:mulliken_charge:R:1 method="wB97M-V/def2-TZVPD" spin_multiplicity=1 homo_ev="-10.06 / -10.05" gap_ha="0.348 / 0.348"
C -0.56962 0.01859 -0.51360 -0.193
C 1.44952 -0.03257 0.73389 0.323
N 0.36705 0.46750 0.17952 -0.258
F 1.51011 -2.06950 -0.08875 -0.682
Cl 2.94962 0.45124 0.13393 -0.032
H -1.35118 0.70103 -0.81832 0.272
H -0.60626 -1.02866 -0.81470 0.289
H 1.42175 -0.35822 1.76268 0.281

Relative calculated energies, zero for the most stable structure, unit eV: entry i 1.989; entry ii 0.000.